Entry 1:
Density functional theory data (the ωB97M-V functional and the def2-TZVPD basis) for a 2-piece molecular cluster, C6H14O overall at a distorted geometry.

```
21
Properties=species:S:1:pos:R:3:forces:R:3:lowdin_charge:R:1
C -0.4044 0.8659 -2.4590 -0.570 0.893 -1.463 -0.122
C -0.3501 0.7320 -0.9911 0.116 -0.374 0.496 -0.181
C -0.1492 -0.3877 -0.2946 -0.636 1.960 0.107 -0.139
C -0.0859 -0.2749 1.1889 2.085 -1.940 1.862 -0.257
C -1.2873 -0.8577 2.0157 1.269 0.618 -3.363 -0.261
C -0.8632 -1.5206 3.2750 -0.219 -1.497 1.578 -0.136
H -0.3048 1.8905 -2.8529 -0.384 0.127 0.729 0.066
H -1.4081 0.5376 -2.7797 0.489 -0.083 -0.333 0.082
H 0.3888 0.4316 -3.0654 -0.074 -0.983 0.426 0.068
H -0.6254 1.5916 -0.3776 0.365 0.141 -0.298 0.105
H -0.0448 -1.3607 -0.7511 0.231 -0.133 -0.055 0.113
H 0.8065 -0.9280 1.4135 -0.651 0.366 0.175 0.110
H 0.2332 0.6696 1.6762 -0.345 0.005 -1.061 0.118
H -1.9036 0.0502 1.9858 -0.665 -0.716 1.037 0.111
H -1.6903 -1.5563 1.2628 -0.458 -0.043 0.742 0.104
H -1.4615 -2.4142 3.5045 -0.823 0.643 0.177 0.069
H -0.8586 -0.8669 4.1474 -0.030 -0.036 -0.008 0.072
H 0.0783 -2.0999 3.2990 0.324 1.058 -0.756 0.077
O 3.3604 1.6202 -3.7143 0.770 -0.511 0.380 -0.063
H 2.6943 2.2897 -3.5973 -0.295 0.384 0.211 0.015
H 3.8756 1.5880 -2.8860 -0.499 0.121 -0.583 0.048
```
Forces are in eV/Å.

Properties
ΔE to the lowest compared entry with this formula, charge and spin in kJ/mol: 191.4
Kohn-Sham gap in eV: 9.84
SMILES: C/C=C/CCC.O

=====

Entry 2:
Density functional theory data (the ωB97M-V functional and the def2-TZVPD basis) for C22H33ClNO2PdSi2 as an isolated structure.

```
62
Properties=species:S:1:pos:R:3:forces:R:3:mulliken_spin:R:1
Pd 0.2958 -1.9390 -1.2517 0.131 -0.193 0.303 1.299
C 4.4495 0.4887 -2.3772 -0.022 -0.008 0.016 0.026
Si 3.0064 -0.7291 -2.4450 0.088 0.037 0.000 -0.050
C 3.6833 -2.3886 -1.8702 0.000 -0.002 0.010 0.017
C 2.5037 -0.9294 -4.2356 -0.004 -0.003 -0.003 0.013
C 1.6675 -0.1448 -1.2891 -0.163 -0.081 -0.087 0.433
C 2.0531 -0.3893 0.1151 0.042 -0.034 0.069 -0.116
C 2.7165 0.4873 0.9786 0.007 0.031 -0.074 0.034
C 2.9759 0.0871 2.2770 -0.009 -0.022 0.037 -0.001
C 2.5664 -1.1677 2.7049 0.010 0.015 -0.024 0.014
C 1.9135 -1.9871 1.7988 0.071 -0.103 -0.010 -0.015
N 1.6931 -1.6167 0.5417 -0.147 0.160 -0.041 0.077
Si 0.6063 1.3307 -1.6712 0.071 0.064 -0.050 0.030
C 1.4847 2.9631 -1.2803 -0.010 -0.007 0.016 0.022
C 0.1589 1.3898 -3.4891 -0.031 -0.017 0.027 0.001
C -0.9744 1.3505 -0.6772 -0.039 -0.027 0.040 0.006
H 5.2892 0.1514 -2.9890 0.025 -0.020 -0.023 0.000
H 4.8049 0.6046 -1.3506 0.016 0.008 0.027 0.002
H 4.1433 1.4733 -2.7367 -0.003 0.030 -0.019 -0.002
H 4.4913 -2.6936 -2.5401 0.029 -0.025 -0.014 0.000
H 2.9183 -3.1694 -1.8865 0.017 0.012 -0.004 0.000
H 4.0846 -2.3364 -0.8560 -0.013 -0.004 0.011 -0.001
H 3.3115 -1.4447 -4.7632 0.016 -0.011 -0.003 0.000
H 2.3345 0.0228 -4.7361 0.003 0.025 -0.015 -0.001
H 1.5959 -1.5276 -4.3251 -0.037 -0.008 -0.005 -0.002
H 3.0198 1.4613 0.6202 -0.004 -0.007 0.004 0.003
H 3.4856 0.7576 2.9590 0.002 0.001 0.001 0.000
H 2.7255 -1.4998 3.7209 0.006 -0.012 0.009 0.000
H 1.5356 -2.9592 2.0812 -0.018 0.000 0.007 0.001
H 2.4165 3.0715 -1.8392 0.035 -0.005 -0.013 0.000
H 1.7143 3.0528 -0.2165 -0.011 0.022 0.013 -0.001
H 0.8342 3.8011 -1.5444 -0.007 0.026 -0.017 0.001
H 1.0174 1.6138 -4.1219 0.029 0.022 -0.022 -0.001
H -0.5786 2.1824 -3.6396 -0.031 0.012 -0.007 0.000
H -0.2802 0.4447 -3.8145 0.005 -0.024 -0.009 -0.001
H -0.7815 1.4374 0.3944 0.001 -0.025 0.046 0.001
H -1.5744 0.4506 -0.8309 0.033 0.034 0.001 0.000
H -1.5621 2.2236 -0.9750 -0.044 0.009 0.014 -0.002
C -5.4693 2.1048 3.0116 0.020 -0.011 -0.003 0.000
C -4.4358 1.0838 2.6137 0.014 0.014 0.019 -0.001
C -3.1380 1.1493 3.0981 -0.026 0.006 0.014 0.002
C -2.1742 0.2126 2.7356 -0.001 0.039 0.003 0.002
C -0.7739 0.3349 3.2735 -0.002 -0.007 -0.004 0.000
C -2.5168 -0.8050 1.8465 0.077 0.057 -0.016 0.003
C -3.8153 -0.8835 1.3342 -0.022 -0.024 -0.043 0.001
C -4.2027 -1.9608 0.3561 -0.007 0.006 -0.013 0.001
C -4.7574 0.0547 1.7377 0.014 -0.001 -0.003 0.001
C -1.4637 -1.8121 1.4178 -0.134 -0.430 -0.003 0.004
O -0.9076 -2.4943 2.2795 0.125 0.111 0.057 0.020
O -1.3088 -1.9003 0.1544 -0.110 0.379 -0.197 0.052
H -5.0715 2.7942 3.7566 -0.003 0.006 0.006 0.000
H -6.3557 1.6267 3.4326 -0.015 -0.002 0.007 0.000
H -5.7935 2.6925 2.1503 -0.008 0.010 -0.010 0.000
H -2.8630 1.9505 3.7773 0.002 0.010 0.008 0.000
H -0.6878 1.2019 3.9305 0.007 0.002 -0.008 0.000
H -0.0532 0.4496 2.4597 0.032 -0.006 -0.005 0.000
H -0.4873 -0.5651 3.8151 0.004 -0.008 0.017 0.000
H -3.9574 -2.9507 0.7451 0.012 -0.005 -0.006 0.000
H -3.6511 -1.8518 -0.5775 -0.014 0.003 0.008 -0.001
H -5.2731 -1.9233 0.1505 -0.011 -0.005 0.011 0.000
H -5.7680 -0.0138 1.3461 -0.011 -0.008 -0.007 0.000
Cl -0.8208 -2.4183 -3.2851 0.015 -0.007 -0.042 0.130
```
Forces are in eV/Å.

Properties
ΔE to the lowest compared entry with this formula, charge and spin in kJ/mol: 0.0
Multiplicity: 3
Kohn-Sham gap (alpha / beta) in eV: 7.13 / 7.64
<S²>: 2.007
Charge: -1

=====

Entry 3:
Density functional theory data (the ωB97M-V functional and the def2-TZVPD basis) for C4H7NO in the gas phase.

```
13
Properties=species:S:1:pos:R:3:forces:R:3:lowdin_charge:R:1
O 2.8119 1.3373 -0.2307 -0.470 -0.094 0.165 0.048
C 1.6973 1.0966 0.1617 0.331 0.015 -0.156 -0.242
C 1.0021 -0.2351 -0.0463 0.109 -0.042 -0.072 -0.183
N -0.2699 -0.2346 0.6451 0.091 0.015 0.067 -0.139
C -1.3791 0.3580 -0.0847 -0.155 0.203 -0.099 -0.148
C -1.2955 -1.1098 0.1146 -0.107 -0.241 -0.042 -0.145
H 1.0913 1.8521 0.7065 0.115 -0.047 -0.039 0.128
H 1.6432 -1.0292 0.3543 -0.070 0.122 -0.042 0.133
H 0.9133 -0.4108 -1.1353 -0.006 0.060 0.143 0.130
H -1.1834 0.7362 -1.0895 -0.008 -0.079 0.164 0.108
H -2.0635 0.9599 0.5076 0.090 -0.129 -0.103 0.102
H -1.9234 -1.6033 0.8523 0.097 0.105 -0.124 0.102
H -1.0442 -1.7173 -0.7555 -0.019 0.113 0.138 0.106
```
Forces are in eV/Å.

Properties
ΔE to the lowest compared entry with this formula, charge and spin in kJ/mol: 229.7
Kohn-Sham gap in eV: 10.77
SMILES: O=CCN1CC1

=====

Entry 4:
Density functional theory data (the ωB97M-V functional and the def2-TZVPD basis) for C3H4N2O in the gas phase at a distorted geometry.

```
10
Properties=species:S:1:pos:R:3:forces:R:3:lowdin_charge:R:1
C 0.5613 0.2188 -2.0930 -0.769 1.454 -0.095 -0.078
C 0.0444 0.1188 -0.6853 1.377 -0.192 3.795 -0.243
C -0.0434 -1.0957 -0.0143 -1.595 5.973 0.475 -0.061
O -0.4276 -0.8140 1.2884 0.672 -0.599 -0.500 -0.087
N -0.3433 0.5391 1.5627 1.840 1.486 -4.829 0.008
N 0.0469 1.2192 0.4542 -2.216 -5.522 0.607 0.084
H 0.5290 -0.8131 -2.5621 -0.649 1.562 0.044 0.097
H 0.1318 1.1847 -2.6345 0.723 -2.573 0.681 0.125
H 1.6119 0.3761 -1.9609 0.815 0.460 -0.256 0.056
H -0.1508 -1.9950 -0.5129 -0.199 -2.050 0.079 0.099
```
Forces are in eV/Å.

Properties
ΔE to the lowest compared entry with this formula, charge and spin in kJ/mol: 389.4
Kohn-Sham gap in eV: 10.62
SMILES: Cc1conn1

=====

Entry 5:
Density functional theory data (the ωB97M-V functional and the def2-TZVPD basis) for a 12-piece molecular cluster, C42H72O36 overall at a distorted geometry.

```
150
Properties=species:S:1:pos:R:3:forces:R:3:lowdin_charge:R:1
C -5.8345 -1.9049 -1.9391 -0.371 0.234 -1.153 -0.053
C -5.7854 -1.1508 -3.2700 -0.330 -0.203 0.819 -0.197
O -5.5098 -2.1098 -4.2815 0.873 -0.830 -0.034 -0.009
C -5.4843 -1.8379 -5.5875 -0.636 -0.534 0.697 -0.595
O -6.0034 -0.8951 -6.1055 0.411 0.477 -0.292 0.143
O -4.8890 -2.8239 -6.2767 -0.208 0.528 -0.367 0.012
C -4.5887 -4.0794 -5.7003 -0.233 -1.151 0.276 -0.051
H -4.9077 -2.4297 -1.7293 0.018 0.071 0.117 0.055
H -6.6422 -2.6276 -2.0650 0.029 -0.129 0.498 0.083
H -6.0658 -1.1615 -1.1803 0.031 -0.254 0.239 0.075
H -4.9820 -0.4198 -3.2056 -0.248 0.269 -0.409 0.091
H -6.7806 -0.7382 -3.4399 0.289 0.502 -0.222 0.134
H -5.0460 -4.8692 -6.3017 0.069 0.284 -0.378 0.094
H -5.0193 -4.2407 -4.7144 0.241 0.452 0.124 0.089
H -3.5155 -4.2615 -5.6925 0.038 0.276 0.095 0.094
C 6.8305 -4.5391 0.2762 -0.062 0.942 0.291 -0.052
C 6.2997 -5.2068 -0.9596 -0.135 -0.684 -0.493 -0.197
O 4.8977 -4.9200 -1.1426 0.113 -0.467 0.258 0.044
C 4.5999 -3.7967 -1.7700 -0.083 0.703 -0.390 -0.632
O 5.3721 -2.9701 -2.1898 0.226 0.054 0.176 0.120
O 3.2838 -3.7231 -1.8813 -0.952 -0.638 0.173 0.007
C 2.6845 -2.4910 -2.2868 0.479 0.245 0.199 -0.021
H 6.8947 -3.4627 0.0922 0.164 -0.015 -0.023 0.073
H 7.8102 -4.8879 0.5989 0.040 -0.145 -0.267 0.083
H 6.1563 -4.6464 1.1282 -0.105 -0.350 -0.125 0.076
H 6.3569 -6.2935 -0.8965 -0.211 0.010 0.227 0.123
H 6.8030 -4.9564 -1.8936 0.246 0.378 0.242 0.124
H 2.8964 -2.2665 -3.3294 0.165 0.068 0.030 0.101
H 3.0652 -1.7201 -1.6175 -0.065 0.269 -0.306 0.076
H 1.6108 -2.5585 -2.1421 0.063 -0.320 0.083 0.077
C 0.9985 2.8355 0.7922 -0.925 0.877 -0.290 -0.063
C 1.1137 1.3680 0.4473 1.077 1.006 0.375 -0.199
O -0.1696 0.8731 0.1203 -0.675 0.068 0.287 0.050
C -0.2760 -0.4299 -0.1164 0.571 -0.301 -0.531 -0.589
O 0.5513 -1.2798 0.1056 0.093 0.191 0.197 0.131
O -1.4304 -0.6329 -0.7232 -1.045 0.222 -0.250 0.023
C -1.6024 -1.8739 -1.3723 1.099 -1.371 -1.032 -0.027
H 1.9082 3.3157 1.1485 0.275 -0.541 0.011 0.081
H 0.2358 2.9958 1.5572 0.066 -0.173 0.133 0.064
H 0.6720 3.4627 -0.0440 0.003 -0.255 -0.203 0.074
H 1.5500 0.9137 1.3369 -0.152 -0.626 -0.261 0.104
H 1.7400 1.2537 -0.4365 0.272 -0.304 0.173 0.113
H -2.5410 -1.9721 -1.9094 -0.443 0.533 0.718 0.092
H -1.3999 -2.7380 -0.7402 -0.452 0.181 0.429 0.080
H -0.8689 -2.0105 -2.1776 0.233 0.468 0.113 0.090
C -7.7908 -4.6906 0.3734 -1.029 -0.143 0.127 -0.070
C -6.5333 -4.2943 1.1286 -0.415 -1.643 -0.542 -0.192
O -5.4200 -4.1066 0.2520 0.296 1.175 -0.089 0.008
C -4.7144 -5.1671 -0.1429 -1.246 0.478 0.283 -0.614
O -4.8893 -6.2782 0.2601 0.476 -0.652 -0.082 0.150
O -3.8689 -4.7513 -1.0873 0.325 -0.134 0.554 -0.016
C -2.9528 -5.7382 -1.5411 0.948 0.362 -1.159 -0.042
H -7.6915 -5.3853 -0.4610 0.632 0.152 -0.043 0.082
H -8.3946 -3.8467 0.0373 0.202 0.091 -0.096 0.070
H -8.4200 -5.2578 1.0669 -0.066 0.210 0.106 0.079
H -6.3205 -5.1487 1.7701 0.332 0.328 0.340 0.117
H -6.7315 -3.3911 1.6943 0.521 0.146 -0.028 0.125
H -3.4430 -6.4108 -2.2434 -0.030 -0.325 0.385 0.101
H -2.3565 -6.2337 -0.7769 -0.668 -0.198 0.347 0.096
H -2.2094 -5.1858 -2.1242 -0.201 0.110 -0.045 0.091
C 3.6218 2.6388 -4.0027 0.428 -1.013 -0.091 -0.049
C 3.1406 2.2072 -2.6151 -0.090 -1.566 -1.654 -0.215
O 4.0156 2.4414 -1.5302 0.082 1.621 1.103 0.025
C 5.2847 2.0276 -1.5085 -1.287 -1.206 -0.066 -0.606
O 5.7963 1.3208 -2.3283 0.612 0.182 -0.378 0.145
O 5.7984 2.3595 -0.3257 0.008 1.113 0.043 -0.004
C 7.1918 2.1384 -0.1661 0.416 -0.919 0.002 -0.045
H 3.2571 3.5886 -4.3813 0.330 0.234 0.289 0.073
H 3.3275 1.8683 -4.7220 -0.530 0.121 0.090 0.082
H 4.6991 2.4731 -4.0400 0.088 0.813 -0.014 0.070
H 3.0136 1.1213 -2.6732 -0.101 0.005 0.076 0.113
H 2.1480 2.6100 -2.4238 0.271 0.300 0.636 0.115
H 7.3493 1.0570 -0.1796 0.260 0.082 0.130 0.093
H 7.4860 2.5633 0.7890 -0.200 -0.024 0.054 0.091
H 7.8266 2.5626 -0.9440 -0.391 0.182 -0.185 0.101
C -2.7891 2.6970 2.9944 -0.430 -0.259 0.597 -0.053
C -2.9599 4.1974 2.7777 -0.034 -1.219 -0.149 -0.183
O -1.7231 4.6564 2.2060 -0.016 -0.461 -0.190 -0.002
C -1.6477 5.9051 1.7666 0.151 1.057 1.163 -0.624
O -2.4390 6.7818 2.0100 -0.004 -0.332 -0.589 0.145
O -0.4735 6.0477 1.1465 -0.258 -0.147 -0.365 -0.024
C -0.1706 7.3571 0.6560 0.352 -0.156 -1.079 -0.025
H -2.3142 2.1105 2.2099 0.155 0.431 -0.316 0.071
H -3.7789 2.2494 3.1230 0.010 0.097 0.099 0.085
H -2.2473 2.5150 3.9240 0.111 -0.053 -0.084 0.073
H -3.1805 4.6348 3.7494 0.204 0.521 -0.172 0.132
H -3.8013 4.3618 2.1050 0.163 0.391 -0.143 0.120
H 0.5861 7.2084 -0.1163 0.296 -0.164 0.348 0.093
H 0.2267 8.0019 1.4326 -0.301 0.039 0.154 0.101
H -0.9918 7.7810 0.0804 -0.367 0.152 0.632 0.097
O 4.1052 -4.0894 2.9651 -0.095 0.424 -0.540 0.163
C 4.2736 -2.9995 2.5060 -0.270 -0.449 0.752 -0.600
O 3.6392 -2.4543 1.4660 -0.753 -0.642 -0.620 0.057
C 4.0350 -1.1120 1.2629 1.017 0.380 0.469 -0.083
C 5.3569 -1.0308 2.0938 -1.386 0.123 0.205 -0.075
O 5.1067 -2.0955 3.0331 1.427 0.428 0.063 0.054
H 4.0816 -0.9589 0.1880 0.284 0.233 0.090 0.121
H 3.3481 -0.4105 1.7387 -0.391 -0.253 -0.235 0.115
H 5.3554 -0.1234 2.6931 0.222 0.138 -0.184 0.109
H 6.3015 -1.1397 1.5655 -0.058 -0.349 -0.077 0.122
O 1.9770 1.9755 3.7042 0.193 0.157 0.024 0.167
C 2.9665 1.9615 4.3690 0.005 0.728 -0.013 -0.549
O 3.6487 0.8756 4.7024 -0.178 -0.996 0.353 0.074
C 4.5904 1.1652 5.7312 0.732 0.327 -0.095 -0.094
C 4.7397 2.6798 5.6022 0.785 -0.239 0.081 -0.104
O 3.5743 3.0735 4.8784 -0.188 -0.160 0.069 0.044
H 4.2826 0.8551 6.7284 -0.500 -0.188 -0.211 0.136
H 5.5136 0.6506 5.4756 -0.019 -0.069 0.098 0.132
H 5.6554 2.8970 5.0484 -0.272 0.271 -0.338 0.130
H 4.8334 3.1981 6.5533 -0.451 0.051 0.006 0.134
O -0.6239 -6.3991 4.3547 0.237 -0.104 0.563 0.181
C -0.4495 -5.6574 3.4539 0.497 0.596 -0.284 -0.560
O -0.9164 -5.8671 2.2145 -0.930 -0.337 -0.545 0.076
C -0.9001 -4.6639 1.4954 1.773 0.807 -1.144 -0.141
C 0.1264 -3.8043 2.2595 -1.238 1.038 -0.924 -0.131
O 0.2629 -4.4912 3.4786 -0.095 -0.132 0.799 0.075
H -0.4749 -4.7891 0.4967 -0.392 -0.553 -0.077 0.125
H -1.8552 -4.1504 1.3935 -0.320 -0.437 0.377 0.124
H -0.3579 -2.8229 2.3205 0.236 0.021 0.969 0.120
H 1.0531 -3.5659 1.7377 0.298 -0.821 0.224 0.117
O -4.5622 0.8496 -1.0418 -0.823 0.423 -0.140 0.169
C -4.0437 1.9171 -1.1179 0.610 0.079 0.640 -0.553
O -4.5424 3.1422 -0.8192 -1.026 -0.670 0.105 0.069
C -3.5947 4.1367 -1.1782 0.739 -0.138 -0.137 -0.099
C -2.2900 3.3317 -1.0967 -0.572 1.549 -0.101 -0.109
O -2.7557 2.0411 -1.4549 1.311 -0.018 -0.224 0.047
H -3.8110 4.4851 -2.1913 -0.039 0.107 0.095 0.132
H -3.6197 4.9503 -0.4574 -0.203 0.048 -0.073 0.127
H -1.9109 3.4366 -0.0809 0.106 -0.815 0.165 0.109
H -1.5224 3.7267 -1.7587 -0.019 -0.473 -0.298 0.133
O 0.5119 -0.0787 -3.7334 0.287 -0.339 0.773 0.172
C -0.5045 0.4812 -3.9556 -1.148 -0.101 -1.868 -0.547
O -0.7136 1.8037 -3.8567 0.995 0.859 0.165 0.061
C -1.8197 2.1773 -4.6394 -2.538 0.518 1.107 -0.123
C -2.6470 0.8911 -4.6262 0.517 0.325 -1.425 -0.096
O -1.6035 -0.0874 -4.5621 0.357 -0.287 0.975 0.057
H -2.4371 2.9150 -4.1147 0.465 0.129 0.356 0.117
H -1.6517 2.6683 -5.5972 0.877 -0.711 -0.227 0.136
H -3.1849 0.7718 -5.5653 -0.058 -0.265 0.080 0.138
H -3.3450 0.8318 -3.7950 0.276 -0.133 0.226 0.105
O -0.1728 7.7010 5.3024 -0.145 0.284 -0.357 0.179
C 0.1130 6.6585 4.8182 0.203 -0.232 -0.081 -0.568
O -0.2627 5.4708 5.3089 -0.717 -0.611 0.884 0.071
C 0.5482 4.4208 4.8092 0.276 -0.256 -0.487 -0.117
C 1.3892 5.1406 3.7617 0.397 -1.068 -0.682 -0.124
O 0.8659 6.4485 3.7100 0.288 0.960 0.358 0.056
H 1.1114 3.9693 5.6249 0.083 0.231 0.015 0.124
H 0.0123 3.6175 4.3036 -0.606 0.245 0.347 0.107
H 1.2378 4.6748 2.7897 0.107 0.155 -0.008 0.096
H 2.4521 5.1112 3.9988 -0.026 0.416 0.014 0.122
```
Forces are in eV/Å.

Properties
ΔE to the lowest compared entry with this formula, charge and spin in kJ/mol: 0.0
Kohn-Sham gap in eV: 10.44
SMILES: CCOC(=O)OC.CCOC(=O)OC.CCOC(=O)OC.CCOC(=O)OC.CCOC(=O)OC.CCOC(=O)OC.O=C1OCCO1.O=C1OCCO1.O=C1OCCO1.O=C1OCCO1.O=C1OCCO1.O=C1OCCO1